Record 1
{"formula": "C17H44BeF3NO15S4", "method": "the ωB97M-V functional and the def2-TZVPD basis", "species": ["Be", "N", "H", "H", "H", "H", "C", "O", "H", "H", "H", "O", "S", "O", "O", "C", "C", "C", "H", "H", "H", "H", "H", "H", "H", "H", "O", "S", "O", "O", "C", "C", "C", "H", "H", "H", "H", "H", "H", "H", "H", "O", "S", "O", "O", "C", "C", "C", "H", "H", "H", "H", "H", "H", "H", "H", "O", "S", "O", "O", "C", "C", "C", "H", "H", "H", "H", "H", "H", "H", "H", "C", "C", "O", "C", "O", "C", "F", "F", "F", "H", "H", "H", "H", "H"], "xyz": [[-4.1433, 8.9305, -22.6753], [-7.1503, 8.2368, -22.0428], [-6.9070, 8.5379, -22.9756], [-6.4029, 8.3400, -21.3713], [-7.5746, 7.3279, -22.1609], [-7.9819, 8.7104, -21.7198], [-4.8506, 7.9977, -20.0299], [-5.4374, 8.5447, -21.2051], [-5.2651, 7.0164, -19.7989], [-3.7805, 7.9434, -20.2295], [-4.9454, 8.6962, -19.1984], [-6.1653, 5.3088, -24.3711], [-6.5616, 5.6314, -23.0329], [-7.5911, 6.6172, -22.8095], [-6.9420, 4.2072, -22.2250], [-7.7689, 4.3966, -21.0710], [-8.1845, 3.0848, -20.5091], [-5.0187, 5.9622, -22.0684], [-8.6842, 4.8931, -21.3932], [-7.1777, 5.0182, -20.3984], [-8.7101, 3.2498, -19.5685], [-7.3547, 2.4370, -20.2267], [-8.7613, 2.4383, -21.1705], [-4.3793, 6.7344, -22.4962], [-4.6267, 4.9454, -22.0486], [-5.2186, 6.3358, -21.0642], [-8.0431, 9.8728, -21.5893], [-7.2672, 11.1060, -21.9439], [-6.8703, 11.4581, -23.3533], [-7.9131, 12.4266, -21.1482], [-9.0443, 12.2986, -20.4107], [-9.0908, 13.5512, -19.6048], [-5.7051, 11.0418, -20.9432], [-9.0332, 11.3496, -19.8747], [-9.8702, 12.3471, -21.1204], [-9.9137, 13.4886, -18.8928], [-9.2624, 14.4842, -20.1415], [-8.2274, 13.7606, -18.9734], [-5.2498, 10.0615, -21.0842], [-5.9868, 11.2972, -19.9216], [-5.0571, 11.8291, -21.3284], [-9.3857, 6.7155, -17.8935], [-8.3397, 6.4549, -18.9319], [-8.8418, 6.0748, -20.2425], [-7.3784, 7.7910, -19.0768], [-6.8635, 8.3670, -17.8670], [-6.4525, 9.9007, -17.8877], [-7.0203, 5.2922, -18.3192], [-5.9564, 7.8443, -17.5633], [-7.4456, 8.3121, -16.9471], [-5.6694, 10.2657, -17.2232], [-7.2700, 10.4901, -17.4725], [-6.3362, 10.1734, -18.9366], [-6.2075, 5.6747, -18.9366], [-7.2830, 4.2413, -18.4409], [-6.8634, 5.5108, -17.2630], [-4.0997, 12.3210, -20.7590], [-3.4163, 11.0506, -20.6750], [-3.5091, 9.9286, -21.6322], [-1.7588, 11.2708, -20.5322], [-0.8590, 10.1724, -20.6349], [-0.0799, 10.1473, -19.4016], [-3.7389, 10.5099, -18.9961], [-0.2730, 10.3547, -21.5357], [-1.2398, 9.1768, -20.8622], [-0.6947, 10.2445, -18.5067], [0.6406, 10.9626, -19.3354], [0.4890, 9.2182, -19.3676], [-3.1122, 9.6299, -18.8513], [-4.7332, 10.0819, -18.8682], [-3.4918, 11.3870, -18.3979], [-3.2954, 5.6665, -19.4258], [-2.7174, 4.1863, -19.3639], [-3.5910, 3.3968, -18.6084], [-4.8974, 2.9575, -18.9432], [-5.4558, 3.3121, -19.9781], [-5.5477, 1.9890, -18.0056], [-6.6986, 2.4394, -17.5456], [-5.5678, 0.7080, -18.3889], [-4.6672, 1.8213, -16.9758], [-2.6240, 6.4395, -19.7998], [-3.6635, 6.0325, -18.4673], [-4.1916, 5.6521, -20.0461], [-1.7835, 4.3975, -18.8430], [-2.5622, 3.8034, -20.3725]], "forces_ev_per_a": [[-1.4, 0.8, 3.1], [-2.7, 2.9, -2.5], [-0.4, 0.2, 0.0], [-2.7, -0.9, 0.9], [-0.6, 1.9, 4.6], [-0.6, -2.3, -0.7], [0.9, 1.1, 0.0], [12.9, 0.2, 2.5], [0.1, 1.0, 0.5], [-0.1, -0.5, 0.3], [-0.5, -1.3, -0.4], [-0.4, 0.6, 1.1], [1.7, -4.8, 0.4], [-3.1, -13.4, -9.2], [1.2, 2.0, -2.7], [-0.2, -1.1, -1.5], [0.6, -1.6, 0.7], [-1.6, -0.5, -0.3], [1.0, -0.8, -0.7], [-0.1, -0.9, -0.7], [-0.5, 0.0, -0.2], [0.0, 0.3, -0.2], [-0.4, 0.6, -0.1], [0.2, -0.3, -0.7], [0.4, 0.3, -0.1], [-0.6, -0.9, -1.2], [-2.6, 11.8, 0.8], [1.0, 1.2, 0.5], [-1.6, -1.5, 3.8], [4.3, -1.6, -3.7], [-2.5, 0.3, 0.4], [-0.7, 0.9, 1.9], [-6.8, -0.4, -2.2], [-0.3, 0.2, 0.4], [-0.5, -0.5, 0.3], [-0.2, -0.1, 0.0], [0.0, -0.4, -0.6], [0.3, -0.4, -0.1], [-1.6, 1.0, 0.7], [-0.1, 0.3, -0.7], [-4.9, -0.8, -2.2], [3.4, -0.6, -2.4], [-4.1, 0.3, 3.3], [-0.1, 4.2, 3.5], [-0.8, 0.3, 0.1], [1.7, 1.1, 2.4], [-2.4, -0.7, -0.5], [-1.0, 1.4, -0.1], [0.1, -0.5, -0.4], [-1.0, -0.7, -0.7], [0.5, -1.0, -0.2], [-0.5, 0.0, -0.5], [-0.3, 0.1, 0.7], [0.3, -0.8, 0.4], [0.0, 0.6, -0.3], [-0.1, 0.2, -0.1], [8.8, 2.7, 1.0], [5.5, 1.7, 4.4], [1.6, -0.4, -2.6], [-4.4, 0.7, -1.0], [0.8, -0.7, -1.5], [1.5, 0.0, 1.3], [0.7, -1.0, -0.9], [0.3, 0.3, 0.1], [-1.1, 0.1, 0.3], [-0.1, -0.3, 0.0], [0.0, 0.0, -0.2], [0.0, 0.0, 0.2], [0.6, 0.4, 0.4], [0.8, 1.6, -0.1], [0.0, -0.2, 0.1], [-0.7, -1.3, -0.4], [-0.9, 3.3, -0.7], [-2.7, -2.4, 1.5], [2.4, 2.9, -4.4], [1.7, -0.6, 2.3], [3.1, -2.5, 3.4], [-0.2, -0.4, -0.4], [-1.7, 0.8, -1.9], [-0.5, 1.5, 0.8], [0.4, -0.5, -0.1], [0.4, -0.4, 0.5], [0.8, -0.4, 0.3], [0.0, -1.4, 0.3], [0.1, -0.1, 0.1]], "relative_energy_kcal_mol": 406.58, "charge": 2}


Record 2
{"formula": "C17H44BrO17PbS5", "method": "the ωB97M-V functional and the def2-TZVPD basis", "species": ["Pb", "Br", "O", "C", "C", "O", "H", "H", "H", "H", "O", "S", "O", "O", "C", "C", "C", "H", "H", "H", "H", "H", "H", "H", "H", "O", "S", "O", "O", "C", "C", "C", "H", "H", "H", "H", "H", "H", "H", "H", "O", "S", "O", "O", "C", "C", "C", "H", "H", "H", "H", "H", "H", "H", "H", "O", "S", "O", "O", "C", "C", "C", "H", "H", "H", "H", "H", "H", "H", "H", "O", "S", "O", "O", "C", "C", "C", "H", "H", "H", "H", "H", "H", "H", "H"], "xyz": [[-0.4371, -0.1505, -0.9844], [-2.8881, 1.3498, -1.3818], [1.7771, -1.0719, -1.9897], [2.6414, -0.8972, -3.0507], [4.1785, -1.1378, -2.7346], [4.5926, -2.3649, -2.2077], [2.6361, 0.1461, -3.4187], [2.3494, -1.4520, -3.9575], [4.3546, -0.4159, -1.9067], [4.9037, -0.7675, -3.4786], [-4.6561, -2.9344, -1.6260], [-3.6710, -2.9655, -0.5756], [-2.4668, -2.1982, -0.7116], [-4.4381, -2.6811, 0.8725], [-3.6173, -2.5000, 2.0366], [-4.2955, -2.6590, 3.4094], [-3.1981, -4.7262, -0.2853], [-3.3138, -1.4519, 2.0331], [-2.7711, -3.1856, 1.9750], [-3.6472, -2.3982, 4.2404], [-4.6834, -3.6786, 3.3688], [-5.1389, -1.9682, 3.4528], [-3.0109, -5.1646, -1.2629], [-4.0669, -5.1865, 0.1749], [-2.2446, -4.6761, 0.2349], [2.3799, 3.1948, -2.7945], [1.2669, 3.2563, -1.9052], [0.8368, 2.1586, -1.0312], [1.6721, 4.5630, -0.9593], [0.8112, 4.9977, 0.1046], [1.4657, 4.9380, 1.4808], [-0.3057, 3.8774, -2.5833], [-0.0728, 4.3622, 0.1897], [0.5096, 6.0015, -0.1932], [0.6631, 5.0866, 2.2076], [2.1916, 5.7292, 1.6641], [1.8915, 3.9561, 1.6861], [-0.6467, 3.0914, -3.2654], [-0.1086, 4.6608, -3.3146], [-1.1220, 3.9903, -1.8763], [-1.0432, -0.0717, -3.7038], [-1.7048, -0.5546, -4.8950], [-1.6441, 0.1836, -6.1312], [-1.3185, -2.0966, -5.1103], [-1.2852, -3.0369, -4.0245], [-2.3654, -4.1319, -4.2767], [-3.5122, -0.7719, -4.5334], [-1.4527, -2.5416, -3.0670], [-0.2951, -3.4675, -3.8822], [-2.5503, -4.7039, -3.3702], [-2.0954, -4.7654, -5.1220], [-3.3468, -3.7609, -4.5756], [-3.6455, -0.8566, -3.4563], [-3.8955, -1.6607, -5.0290], [-4.0449, 0.0875, -4.9342], [3.3032, -1.2360, 0.5687], [2.8796, 0.0652, 0.9780], [1.5349, 0.5805, 0.8357], [3.2485, 0.2815, 2.5605], [4.6571, 0.1362, 2.8436], [4.8891, -0.7333, 4.0911], [3.8943, 1.3556, 0.2102], [4.9136, 1.1594, 3.1225], [5.1444, -0.2834, 1.9660], [5.2010, -1.7603, 3.8726], [3.9335, -0.9336, 4.5758], [5.7356, -0.4288, 4.7050], [3.3221, 1.5607, -0.6911], [4.8600, 0.9133, -0.0224], [3.9580, 2.2488, 0.8285], [-1.2733, 0.5565, 1.3927], [-1.6904, 1.2040, 2.6454], [-2.7832, 0.5992, 3.4024], [-0.3732, 1.3976, 3.5053], [0.2139, 0.2569, 4.1870], [1.3003, 0.9435, 4.9822], [-1.9517, 3.0257, 2.4637], [0.6877, -0.4465, 3.5040], [-0.4817, -0.2088, 4.8836], [1.8212, 0.1118, 5.4719], [1.0401, 1.6107, 5.8067], [2.0794, 1.5085, 4.4742], [-1.0927, 3.5188, 2.0236], [-2.2559, 3.3424, 3.4588], [-2.8369, 3.0750, 1.8286]], "forces_ev_per_a": [[2.3, -0.9, -1.2], [-0.2, 0.4, 0.0], [-1.9, 0.7, 1.0], [1.2, 0.4, -0.8], [0.3, -1.8, 2.7], [-0.7, 0.8, -1.2], [-0.1, 0.4, 0.0], [-0.1, -0.6, 0.0], [-0.2, 0.8, 0.2], [-0.5, 0.2, -1.1], [0.4, 0.3, 1.2], [-0.6, -1.5, 0.7], [-0.3, 0.0, 0.4], [-0.2, -0.4, -1.6], [1.3, 1.5, 0.9], [-1.3, -0.5, -2.0], [-0.1, 1.5, -0.8], [0.6, -0.2, -0.4], [0.2, 0.2, 0.0], [0.3, -0.4, -0.2], [0.0, 0.0, 1.0], [-0.1, -0.1, 0.0], [-0.1, 0.1, -0.1], [0.3, -0.2, 0.3], [-0.3, -0.3, 0.5], [-0.9, -0.3, 0.2], [-1.6, 1.2, 1.9], [1.0, 1.5, -1.3], [0.0, -1.3, -0.4], [0.0, -0.4, 0.2], [-0.2, 0.3, -0.1], [0.9, -1.1, -1.9], [-0.1, 0.0, -0.5], [-0.1, 0.1, 0.3], [0.0, 0.0, 0.1], [0.2, -0.1, -0.2], [0.1, 0.0, -0.2], [0.1, -0.4, 0.3], [0.1, 0.6, 0.7], [0.4, 0.3, 0.3], [-0.1, -0.2, -1.0], [-2.2, -0.3, 1.0], [0.7, -1.1, 0.7], [0.6, 0.8, -0.9], [-1.1, -0.6, 0.8], [0.3, 0.6, -0.3], [0.8, 0.2, 0.0], [-0.3, 0.3, -0.1], [0.1, 0.1, -0.7], [0.3, -0.2, -0.1], [0.4, -0.3, 0.3], [0.1, 0.6, 0.3], [0.0, 0.1, 0.0], [0.3, 0.0, -0.1], [0.2, 0.2, 0.2], [-0.6, 0.8, 0.8], [1.0, 0.8, -0.9], [0.2, -1.1, 1.1], [-0.7, -0.6, -0.6], [-0.2, 0.1, 1.1], [0.0, -1.4, -0.8], [-0.4, -0.9, 0.1], [0.7, 0.0, -0.5], [0.3, 0.3, 0.1], [-0.1, 0.0, -0.7], [0.2, 0.7, 0.6], [-0.5, 0.7, 0.3], [0.3, -0.1, -0.2], [0.0, 0.2, -0.2], [-0.1, -0.1, 0.2], [-1.2, 1.0, 2.3], [0.5, 0.1, -1.4], [1.4, 0.8, -0.7], [-1.1, -0.7, 0.0], [1.1, 1.7, 0.5], [1.3, -0.8, 1.4], [-1.1, -1.9, -0.1], [-0.4, 0.1, -0.3], [-0.3, 0.0, -0.3], [0.3, 0.1, 0.1], [-0.9, -0.2, -0.1], [-0.3, -0.3, -0.8], [0.1, -0.2, 0.2], [0.4, 0.2, 0.0], [0.2, 0.2, -0.3]], "relative_energy_kcal_mol": 0.00, "charge": -1}


Record 3
{"formula": "C17H44N9O25PS", "method": "the ωB97M-V functional and the def2-TZVPD basis", "species": ["C", "C", "O", "P", "O", "C", "C", "C", "C", "O", "S", "O", "O", "O", "O", "C", "C", "H", "H", "H", "H", "H", "H", "H", "H", "H", "H", "H", "H", "H", "H", "H", "H", "H", "C", "N", "O", "O", "H", "H", "H", "C", "N", "O", "O", "H", "H", "H", "C", "N", "O", "O", "H", "H", "H", "C", "N", "O", "O", "H", "H", "H", "C", "N", "O", "O", "H", "H", "H", "C", "N", "O", "O", "H", "H", "H", "C", "N", "O", "O", "H", "H", "H", "C", "N", "O", "O", "H", "H", "H", "C", "N", "O", "O", "H", "H", "H"], "xyz": [[2.1634, 2.2620, 0.9509], [1.8060, 1.5798, -0.4206], [0.8319, 2.3024, -1.1955], [-0.6517, 2.3478, -0.4155], [-0.7520, 1.2212, 0.5874], [-1.9147, 2.0910, -1.7469], [-2.9155, 0.9420, -1.4363], [-3.7076, 1.1498, -0.1153], [-3.4286, 0.1217, 1.0521], [-4.6621, -0.2533, 1.7136], [-5.6658, 1.0080, 1.2733], [-7.0835, 0.7240, 1.5045], [-5.1384, 2.1467, 2.0723], [-5.1616, 1.0028, -0.3073], [-0.7081, 3.8680, 0.2753], [-1.9723, 4.1174, 0.9299], [-2.9228, 4.8477, -0.0786], [3.2455, 2.1318, 1.1604], [1.6216, 1.7046, 1.7450], [1.8567, 3.3230, 0.9199], [2.7427, 1.5998, -1.0214], [1.5553, 0.5077, -0.3127], [-2.5013, 2.9924, -2.0131], [-1.3769, 1.8054, -2.6796], [-3.6673, 0.9454, -2.2608], [-2.4705, -0.0723, -1.4535], [-3.6286, 2.2292, 0.1152], [-3.0992, -0.8291, 0.5808], [-2.6944, 0.5400, 1.7658], [-1.7641, 4.8393, 1.7498], [-2.4099, 3.2208, 1.4121], [-3.3718, 5.7671, 0.3362], [-3.6725, 4.1657, -0.5324], [-2.2882, 5.1770, -0.9339], [3.5174, -3.2638, 0.0991], [3.3425, -1.8734, -0.3911], [2.8317, -1.7184, -1.4820], [3.7232, -0.9833, 0.3329], [3.1323, -3.9492, -0.6494], [4.5780, -3.4242, 0.2597], [2.9612, -3.3555, 1.0283], [5.2939, -5.4182, 4.0257], [5.2637, -5.1889, 2.5577], [5.5405, -4.0790, 2.1562], [4.9616, -6.1343, 1.8589], [5.5772, -4.4943, 4.5163], [4.2981, -5.7286, 4.3296], [6.0234, -6.1983, 4.2207], [3.0984, -7.3776, -0.9666], [1.8971, -6.8231, -1.6433], [1.4877, -7.4011, -2.6259], [1.4071, -5.8256, -1.1636], [3.4223, -8.2624, -1.5046], [3.8692, -6.6109, -0.9834], [2.8151, -7.6261, 0.0529], [3.8238, -1.3580, -4.3906], [4.9934, -1.6680, -5.2519], [5.6649, -2.6336, -4.9596], [5.1953, -0.9309, -6.1900], [3.7690, -2.0953, -3.5992], [3.9726, -0.3624, -3.9809], [2.9365, -1.3964, -5.0173], [-6.3039, 7.5284, -1.0566], [-5.0781, 6.9889, -1.6971], [-5.0268, 5.7980, -1.8989], [-4.2063, 7.7833, -1.9744], [-6.9873, 6.7068, -0.8682], [-6.0040, 8.0047, -0.1263], [-6.7418, 8.2482, -1.7433], [4.9899, -6.5182, 8.8059], [5.0743, -6.3604, 7.3320], [4.3524, -7.0530, 6.6502], [5.8651, -5.5441, 6.9112], [4.2474, -7.2764, 9.0317], [5.9726, -6.8199, 9.1590], [4.7014, -5.5561, 9.2215], [-2.1361, 5.0685, 5.0390], [-2.2912, 6.4530, 4.5238], [-2.7932, 6.5910, 3.4290], [-1.9042, 7.3489, 5.2362], [-2.5243, 4.3760, 4.2986], [-1.0758, 4.9000, 5.2095], [-2.6990, 4.9998, 5.9662], [-1.3669, -7.5754, -4.0465], [-1.9971, -8.7103, -4.7677], [-3.1254, -9.0197, -4.4526], [-1.3347, -9.2501, -5.6246], [-2.0718, -7.1939, -3.3148], [-0.4711, -7.9510, -3.5597], [-1.1237, -6.8136, -4.7826], [-2.4367, 8.0781, -4.5804], [-1.2870, 7.7325, -5.4551], [-0.6290, 6.7605, -5.1581], [-1.0878, 8.4512, -6.4089], [-2.4929, 7.3550, -3.7748], [-2.2628, 9.0776, -4.1906], [-3.3344, 8.0456, -5.1925]], "forces_ev_per_a": [[-0.5, -1.2, -0.3], [2.2, 0.0, 0.4], [-2.6, 0.3, 1.3], [1.7, -0.9, 0.8], [-0.3, 1.7, -1.2], [-0.1, -0.1, -0.5], [-0.9, -0.5, 0.0], [0.1, 0.3, -0.3], [1.1, -0.3, -0.6], [-1.4, 2.0, -1.2], [-0.5, 0.5, 3.3], [3.1, -0.1, -1.6], [-0.9, -1.9, -2.6], [-0.8, 0.3, 1.8], [-0.2, -2.6, -1.1], [-0.8, 1.7, 0.3], [0.6, -0.5, -0.5], [-0.6, 0.3, -0.2], [0.2, 0.7, -0.3], [0.3, -0.5, 0.2], [-0.8, 0.1, 0.0], [-0.2, 0.7, 0.0], [0.5, -0.3, 0.4], [-0.1, 0.3, 0.7], [0.5, 0.0, 0.5], [0.1, 0.7, 0.1], [0.4, -0.8, 0.6], [0.2, 0.7, 0.4], [-0.5, -0.5, -0.4], [0.1, -0.6, -0.5], [0.3, 0.3, -0.4], [0.0, -0.7, 0.0], [0.2, 0.7, 0.6], [-0.4, -0.1, 0.6], [-0.1, -0.3, -0.3], [-0.1, -0.3, 0.1], [-0.1, 0.1, -0.1], [0.0, 0.2, 0.1], [-0.1, 0.1, 0.0], [-0.1, 0.1, 0.1], [0.1, 0.1, 0.0], [0.0, 0.2, 0.1], [0.1, 0.0, 0.4], [0.1, 0.0, -0.1], [-0.1, 0.0, -0.3], [0.0, 0.0, -0.1], [0.1, -0.2, 0.0], [-0.1, -0.1, 0.0], [0.2, -0.2, 0.0], [0.2, -0.2, 0.1], [-0.1, 0.0, -0.1], [-0.1, 0.2, 0.1], [-0.1, 0.1, 0.0], [-0.1, 0.0, 0.1], [0.0, 0.2, 0.0], [-0.1, -0.1, 0.2], [-0.1, 0.0, 0.1], [0.2, -0.2, 0.0], [0.1, 0.1, -0.2], [0.1, 0.0, -0.1], [-0.1, 0.0, -0.1], [0.1, 0.1, 0.0], [-0.3, -0.1, 0.2], [-0.2, 0.0, 0.1], [0.0, -0.2, -0.2], [0.2, 0.2, 0.0], [0.1, 0.0, 0.0], [0.0, 0.1, -0.1], [0.1, 0.1, 0.1], [-0.1, -0.2, 0.3], [-0.1, -0.1, 0.3], [-0.1, -0.1, -0.2], [0.1, 0.1, 0.0], [0.0, 0.0, -0.1], [0.0, 0.1, 0.0], [0.1, 0.0, 0.0], [0.0, -0.3, -0.1], [0.0, -0.2, 0.0], [-0.1, 0.1, -0.2], [0.1, 0.2, 0.1], [0.0, 0.1, 0.0], [-0.1, 0.1, 0.1], [0.1, 0.1, 0.0], [0.0, 0.1, 0.2], [0.0, 0.2, 0.1], [-0.2, -0.1, 0.0], [0.1, -0.1, -0.2], [0.0, -0.1, -0.1], [0.0, 0.1, -0.2], [0.1, -0.1, 0.0], [-0.1, -0.1, 0.3], [-0.1, 0.0, 0.1], [0.1, -0.2, 0.0], [0.1, 0.1, -0.2], [0.1, 0.0, -0.1], [-0.1, 0.0, -0.1], [0.1, 0.1, 0.0]]}


Gap between HOMO and LUMO, respectively: 4.2, 2.9, 10.1 eV.
Molar mass, respectively: 696.8, 968.0, 837.6 g/mol.
HOMO, respectively: -13.83, -1.16, -10.73 eV.